1.
2 unconnected molecules or ions with the total composition C2H3Cl2N. Source: the OMol25 dataset; level of theory: the ωB97M-V functional and the def2-TZVPD basis.

The geometry in XYZ format:
```
8
Properties=species:S:1:pos:R:3
C -0.88787 1.05674 1.10364
C 0.77796 -0.74876 -1.20535
N -1.56255 1.41624 1.98572
Cl 1.65629 -1.72891 0.02737
Cl 1.89321 -0.15131 -2.52086
H -0.18580 -1.34354 -1.55398
H 0.25372 0.14178 -0.69773
H -1.94496 1.35777 2.86118
```

## Properties
Multiplicity: 1
Gap between HOMO and LUMO: 11.4 eV
Highest occupied orbital energy: -0.385 Eh
Energy above the lowest of the compared OMol25 structures with the same formula, charge and spin: 1.2430 eV



2.
A molecular structure, C2H3Cl2N. Source: the OMol25 dataset; level of theory: the ωB97M-V functional and the def2-TZVPD basis.

The geometry in XYZ format:
```
8
Properties=species:S:1:pos:R:3
C 0.04878 -0.63204 0.68482
C 0.04770 -0.09084 -0.67331
N 0.52414 1.08730 -0.09501
Cl 1.39206 -1.18272 1.45337
Cl -1.61627 -0.06257 -1.42969
H -0.85447 -0.14494 1.16797
H 0.65053 -0.69710 -1.30597
H -0.19246 1.72290 0.19784
```

## Properties
Multiplicity: 3
Gap between HOMO and LUMO (alpha / beta): 8.2 / 8.4 eV
Highest occupied orbital energy (alpha / beta): -0.265 / -0.390 Eh
Energy above the lowest of the compared OMol25 structures with the same formula, charge and spin: 0.4641 eV



3.
A molecular structure, C2H3Cl2N2. Source: the OMol25 dataset; level of theory: the ωB97M-V functional and the def2-TZVPD basis.

The geometry in XYZ format:
```
9
Properties=species:S:1:pos:R:3
C -0.16001 -0.52246 0.63746
C -0.20505 0.66842 0.49166
N 0.04253 -3.19950 -0.96330
N -0.30929 2.06691 0.24316
Cl -0.00747 -2.77081 0.52718
Cl 1.56786 -3.16536 -1.60423
H -0.31754 2.34041 1.15379
H -1.16939 2.29961 -0.25904
H 0.55835 2.28279 -0.22668
```

## Properties
Multiplicity: 1
Total charge: +1
Gap between HOMO and LUMO (alpha / beta): 8.3 / 8.0 eV
Highest occupied orbital energy (alpha / beta): -0.513 / -0.510 Eh
Energy above the lowest of the compared OMol25 structures with the same formula, charge and spin: 5.6806 eV



4.
A molecular structure, C2H3Cl2NO. Source: the OMol25 dataset; level of theory: the ωB97M-V functional and the def2-TZVPD basis.

The geometry in XYZ format:
```
9
Properties=species:S:1:pos:R:3
C -0.02483 1.36534 -0.43149
C 0.35736 -0.49876 -0.02545
N -0.68424 -1.13994 0.62374
O -0.76851 2.10430 0.13186
Cl 1.85348 -0.55541 0.97550
Cl 0.70287 -1.19130 -1.59283
H 0.82347 1.71137 -1.14985
H -0.77194 -0.62376 1.53488
H -1.48767 -1.17183 -0.06636
```

## Properties
Multiplicity: 1
Gap between HOMO and LUMO: 9.5 eV
Highest occupied orbital energy: -0.335 Eh
Energy above the lowest of the compared OMol25 structures with the same formula, charge and spin: 2.1461 eV



5.
2 unconnected molecules or ions with the total composition C2H3Cl2NS. Source: the OMol25 dataset; level of theory: the ωB97M-V functional and the def2-TZVPD basis.

The geometry in XYZ format:
```
9
Properties=species:S:1:pos:R:3
C 1.95952 0.94729 0.15230
C -1.88772 -0.52283 0.06126
N -1.09143 0.16657 -0.61118
S 2.36383 -0.46168 -0.54807
Cl 2.57662 2.40181 -0.60983
Cl 1.33031 -1.69899 0.76412
H -0.77480 0.82870 0.05791
H -1.93538 -0.38545 1.19840
H -2.54093 -1.27541 -0.46491
```

## Properties
Multiplicity: 1
Gap between HOMO and LUMO: 8.6 eV
Highest occupied orbital energy: -0.344 Eh
Energy above the lowest of the compared OMol25 structures with the same formula, charge and spin: 3.3488 eV



6.
2 unconnected molecules or ions with the total composition C2H3Cl2NS. Source: the OMol25 dataset; level of theory: the ωB97M-V functional and the def2-TZVPD basis.

The geometry in XYZ format:
```
9
Properties=species:S:1:pos:R:3
C 0.28406 1.10086 -1.52048
C -0.29981 -1.13752 1.07295
N 0.67515 -0.37492 1.04601
S 1.08552 1.46559 -2.87416
Cl -1.38606 0.70996 -1.54357
Cl -1.40025 -1.34685 2.29260
H 0.74610 1.24394 -0.53696
H -0.73143 -1.55428 0.12410
H 1.02672 -0.10679 1.93952
```

## Properties
Multiplicity: 1
Gap between HOMO and LUMO: 8.7 eV
Highest occupied orbital energy: -0.336 Eh
Energy above the lowest of the compared OMol25 structures with the same formula, charge and spin: 1.2626 eV



Among the records above, which one has the highest multiplicity?
number 2